1.
C38H71FO30 | the ωB97M-V functional and the def2-TZVPD basis

The SMILES is O=C1OC[C@@H](F)O1.CCOC(=O)OC.CCOC(=O)OC.CCOC(=O)OC.CCOC(=O)OC.CCOC(=O)OC.CCOC(=O)OC.CCOC(=O)OC.CCOC(=O)OC.O=C1OCCO1.

```
140
Properties=species:S:1:pos:R:3:forces:R:3
O 13.037 21.596 8.189 -0.20 0.45 -0.19
C 12.792 20.444 8.070 -0.31 -0.16 0.87
O 11.666 19.819 8.452 -0.10 0.26 -0.38
C 11.852 18.406 8.317 0.12 -0.04 0.82
C 13.118 18.287 7.468 -1.32 -0.36 -0.10
F 12.753 18.122 6.144 0.10 0.20 -0.16
O 13.683 19.545 7.624 1.12 -0.65 -0.59
H 12.025 18.019 9.323 0.09 -0.04 -0.05
H 10.941 17.960 7.927 0.20 -0.04 -0.37
H 13.778 17.454 7.699 0.27 0.35 0.14
C 13.860 14.781 2.753 -1.61 0.28 -0.53
C 13.528 14.896 4.225 0.88 -0.56 0.38
O 12.209 14.395 4.478 0.02 -0.38 -0.34
C 11.829 14.407 5.750 -1.66 1.43 0.06
O 12.290 15.059 6.650 1.00 -0.29 0.30
O 10.658 13.786 5.828 -0.39 -1.12 -0.64
C 10.071 13.572 7.099 0.09 0.13 0.82
H 14.827 15.180 2.461 0.16 -0.13 0.34
H 13.104 15.342 2.192 0.16 0.26 0.04
H 13.695 13.771 2.373 0.47 -0.18 0.27
H 13.621 15.902 4.631 0.07 0.00 -0.08
H 14.174 14.207 4.779 0.31 0.40 0.14
H 9.905 14.507 7.633 0.24 0.09 -0.04
H 10.691 12.902 7.695 0.17 0.16 0.05
H 9.099 13.094 7.012 0.05 0.04 -0.70
C 16.545 20.710 6.352 0.27 -0.79 0.81
C 17.428 20.063 7.415 0.23 1.02 0.30
O 18.786 20.202 6.941 -0.40 -0.24 -0.16
C 19.763 20.256 7.828 0.14 0.29 -0.57
O 19.663 20.111 9.014 0.27 -0.16 0.45
O 20.871 20.537 7.127 0.13 0.03 -0.18
C 22.124 20.532 7.816 -0.59 -0.65 0.15
H 15.547 20.377 6.630 -0.19 0.15 -0.67
H 16.902 20.347 5.391 -0.47 -0.08 -0.17
H 16.576 21.798 6.349 0.19 0.01 0.19
H 17.190 19.020 7.624 0.09 -0.18 -0.52
H 17.349 20.563 8.383 0.01 0.16 -0.08
H 22.180 21.394 8.478 0.20 -0.10 0.07
H 22.896 20.529 7.052 -0.06 0.28 -0.03
H 22.184 19.584 8.354 0.22 0.27 0.33
C 9.441 16.871 10.756 0.09 -0.30 0.08
C 8.867 16.830 12.180 0.19 -0.42 -1.68
O 9.479 17.830 12.963 0.53 0.30 -0.30
C 8.866 18.186 14.080 0.03 0.50 0.63
O 7.891 17.682 14.556 -0.37 -0.39 0.19
O 9.530 19.227 14.582 0.66 0.35 -0.63
C 9.435 19.550 15.951 -0.43 0.23 0.79
H 9.310 17.852 10.302 0.06 -0.01 -0.03
H 8.932 16.117 10.149 -0.39 0.19 0.05
H 10.480 16.546 10.675 0.16 0.40 0.39
H 9.098 15.834 12.560 -0.44 0.10 0.49
H 7.802 17.033 12.071 -0.08 -0.29 0.53
H 8.636 20.252 16.203 -0.40 -0.32 -0.46
H 10.325 20.108 16.237 0.33 -0.45 -0.23
H 9.308 18.640 16.535 0.09 0.09 0.15
C 16.789 29.472 6.081 -0.25 0.29 1.02
C 15.601 28.567 5.777 -0.06 0.69 -1.83
O 15.565 27.468 6.650 0.75 -0.37 1.07
C 14.911 26.345 6.342 -0.46 0.52 -1.32
O 14.436 26.074 5.270 0.34 0.12 0.21
O 14.852 25.604 7.424 0.32 -0.39 1.33
C 14.272 24.330 7.316 -0.52 -2.16 -1.32
H 16.887 30.352 5.445 -0.47 -0.23 -0.39
H 17.726 28.927 5.976 -0.07 -0.15 0.19
H 16.705 29.892 7.087 0.23 -0.25 0.12
H 15.752 28.308 4.723 -0.31 -0.74 0.17
H 14.610 29.026 5.812 0.22 0.46 0.16
H 14.468 23.640 8.132 0.22 0.92 0.69
H 14.642 23.730 6.476 0.47 0.59 -0.29
H 13.202 24.292 7.116 -0.20 0.76 0.39
C 14.811 29.680 10.065 -0.15 -0.28 -0.09
C 14.951 28.195 10.302 0.81 -0.17 -0.28
O 13.766 27.565 9.820 -0.27 -0.01 0.12
C 13.408 26.404 10.370 -0.03 0.11 0.34
O 13.920 25.846 11.304 0.31 0.01 -0.10
O 12.328 25.991 9.728 -0.71 0.03 -0.66
C 11.923 24.640 9.922 0.39 -0.75 -0.19
H 13.937 29.998 10.634 0.18 0.44 0.00
H 14.651 29.912 9.011 -0.12 -0.16 -0.02
H 15.725 30.196 10.356 -0.13 0.06 0.29
H 15.136 27.966 11.352 -0.29 -0.03 0.00
H 15.784 27.769 9.733 -0.01 0.08 0.02
H 11.235 24.356 9.129 -0.12 0.47 -0.05
H 11.456 24.455 10.887 0.14 0.23 0.12
H 12.792 23.996 9.786 -0.03 -0.09 0.34
C 11.508 27.480 6.348 1.23 0.20 -1.11
C 10.467 26.567 5.720 0.00 0.97 1.49
O 10.714 25.199 6.026 -0.18 -0.31 -0.13
C 11.419 24.484 5.150 -0.07 0.44 -0.36
O 12.093 24.903 4.259 0.15 0.26 -0.55
O 11.198 23.216 5.419 -0.21 -1.23 1.29
C 11.906 22.216 4.718 0.18 -0.28 -0.95
H 11.950 27.142 7.285 -0.47 -0.15 0.18
H 11.152 28.507 6.444 -0.26 -0.10 0.17
H 12.337 27.533 5.633 0.09 0.02 0.20
H 10.408 26.783 4.656 -0.19 -0.41 -0.06
H 9.537 26.777 6.251 -0.28 -0.18 -0.50
H 11.713 22.349 3.652 0.21 -0.10 -0.05
H 11.539 21.235 5.015 -0.38 0.22 0.22
H 12.982 22.184 4.889 0.02 0.56 0.15
C 12.800 13.949 9.776 1.23 -1.11 -0.06
C 13.189 15.381 10.089 -1.42 -0.31 -0.63
O 14.593 15.502 9.900 0.08 -0.41 0.72
C 15.132 16.635 10.339 0.25 0.54 -0.21
O 14.518 17.627 10.652 0.16 -0.16 -0.02
O 16.458 16.492 10.325 -0.31 -0.23 -0.56
C 17.241 17.653 10.571 0.40 0.26 1.15
H 13.412 13.257 10.368 -0.03 0.30 0.43
H 13.099 13.634 8.775 -0.43 0.48 -0.28
H 11.777 13.645 9.985 -0.19 0.55 -0.13
H 12.796 15.631 11.076 0.79 0.19 0.30
H 12.701 16.083 9.414 -0.05 -0.16 -0.18
H 18.283 17.355 10.489 -0.09 -0.10 -0.30
H 17.096 17.946 11.614 -0.10 0.23 -0.13
H 17.041 18.503 9.926 -0.26 -0.20 -0.19
C 5.651 13.021 5.980 -0.38 -0.06 -0.21
C 5.847 14.223 5.076 0.11 0.15 -0.08
O 7.142 14.741 5.451 -0.23 -0.19 0.38
C 7.500 15.937 5.014 -0.25 -0.15 -1.03
O 6.847 16.626 4.276 -0.18 0.38 0.19
O 8.727 16.185 5.442 0.50 0.16 0.61
C 9.151 17.555 5.396 0.12 -0.13 -0.41
H 6.166 12.114 5.670 -0.10 0.05 -0.31
H 4.576 12.853 6.061 0.09 -0.37 0.02
H 6.028 13.234 6.980 -0.11 0.29 0.01
H 5.019 14.927 5.193 0.46 0.43 0.62
H 5.821 14.084 3.993 0.33 -0.66 0.05
H 10.203 17.563 5.668 -0.06 -0.12 0.25
H 8.540 18.129 6.089 0.09 0.20 -0.06
H 9.091 17.951 4.384 -0.31 0.03 0.02
O 15.891 16.631 6.481 0.47 0.26 0.44
C 16.348 15.538 6.370 -1.23 -0.20 -0.89
O 17.071 15.137 5.295 -0.25 0.46 -0.54
C 17.448 13.792 5.468 0.31 -0.94 1.23
C 16.412 13.285 6.487 0.41 0.18 -0.35
O 16.041 14.495 7.157 0.36 -0.30 0.45
H 17.443 13.125 4.607 -0.11 0.75 -0.51
H 18.463 13.842 5.873 -0.10 -0.49 0.09
H 16.818 12.520 7.145 -0.02 0.32 0.36
H 15.512 12.882 6.021 0.05 0.02 -0.17
```
Forces are in eV/Å.

=====

2.
C3H10N2OS | the ωB97M-V functional and the def2-TZVPD basis

As for the energy above the lowest of the compared OMol25 structures with the same formula, charge and spin: 313.0 kJ/mol.

```
17
Properties=species:S:1:pos:R:3:forces:R:3
C -3.492 -0.046 0.077 1.76 1.01 0.20
C -1.487 0.058 1.568 3.43 -0.98 1.11
C -2.411 -0.629 0.618 -1.70 3.26 0.77
N 2.149 -0.943 -0.256 0.85 1.05 0.23
N 3.679 0.667 -1.855 -0.52 -0.91 1.85
O 1.345 1.237 -1.291 -0.22 -0.26 0.68
S 2.483 0.670 -0.540 0.55 0.13 -1.98
H -3.618 1.044 -0.028 0.21 -0.51 0.47
H 2.258 -1.191 0.736 -0.50 -0.09 -1.02
H -4.258 -0.602 -0.360 -0.96 -1.01 -0.84
H -0.793 -0.741 2.120 -1.00 1.38 -1.64
H -1.932 0.423 2.482 -0.80 0.64 -0.17
H -0.787 0.845 1.150 -0.95 -0.86 0.33
H -2.371 -1.642 0.690 0.03 -2.93 -0.26
H 1.466 -1.348 -0.882 -0.09 -0.27 0.40
H 4.498 1.161 -1.526 0.04 0.09 -0.27
H 3.273 1.038 -2.703 -0.15 0.27 0.13
```
Forces are in eV/Å.

=====

3.
C17H45N5O6 | the ωB97M-V functional and the def2-TZVPD basis

As for the charge: +4.

```
73
Properties=species:S:1:pos:R:3:forces:R:3
C -1.299 -0.246 -0.362 -0.97 -0.79 -0.11
C 0.105 -0.762 -0.258 2.70 -0.49 -1.82
O 0.610 -1.793 0.514 -1.32 -0.35 1.39
H -1.459 0.616 -1.010 0.92 0.98 0.63
H -1.689 -0.124 0.649 -0.68 0.12 -0.20
H -1.889 -0.858 -1.044 -0.55 -1.18 0.86
H 0.742 0.119 -0.171 0.39 0.83 0.56
H 0.398 -1.095 -1.254 -0.32 0.36 -1.16
C 2.041 4.470 -1.471 0.89 -0.12 0.05
C 3.310 3.900 -2.126 -0.09 -4.85 -1.03
O 3.720 2.726 -2.237 -1.52 5.47 0.65
N 4.092 5.012 -2.867 0.99 0.28 1.39
H 4.357 4.836 -3.826 -0.18 -0.90 -0.56
H 3.548 5.862 -2.906 -0.32 0.48 0.20
C 5.410 5.254 -2.140 0.89 0.04 0.28
H 2.385 5.199 -0.737 -0.10 0.43 -0.10
H 1.371 3.810 -0.922 0.63 -0.65 -0.29
H 1.419 4.946 -2.229 0.23 0.27 -0.12
H 5.915 4.292 -2.059 -0.18 0.06 -0.02
H 5.318 5.712 -1.155 -0.71 -0.27 -0.02
H 6.074 5.936 -2.672 -0.40 -0.08 -0.53
C 4.714 -2.945 -2.356 -0.31 -1.39 -0.45
C 3.835 -4.177 -2.684 0.63 0.03 -3.00
O 3.671 -4.761 -3.751 0.25 1.90 4.30
N 3.135 -4.782 -1.419 -0.16 0.18 -1.27
H 2.740 -4.137 -0.749 0.06 0.90 0.27
H 2.362 -5.244 -1.876 -0.56 -0.41 0.09
C 4.032 -5.810 -0.831 -0.21 -0.41 -0.44
H 5.410 -2.780 -3.179 -0.29 0.01 -0.09
H 5.320 -3.185 -1.483 -0.13 0.13 0.19
H 4.109 -2.057 -2.173 -0.11 -0.12 0.04
H 5.003 -5.360 -0.626 -0.10 -0.27 -0.02
H 4.028 -6.518 -1.660 0.83 -0.50 0.52
H 3.581 -6.246 0.060 0.10 0.10 -0.11
C -5.468 3.712 -0.457 1.10 -0.74 -0.88
C -6.961 3.911 -0.416 -0.75 -0.25 4.91
O -7.585 3.789 0.651 1.59 0.50 -4.50
N -7.696 4.382 -1.642 -1.20 0.98 0.93
H -7.125 4.299 -2.471 0.27 0.31 -0.40
H -8.490 3.768 -1.756 -0.38 -0.66 -0.13
C -8.379 5.798 -1.473 0.86 0.17 0.04
H -5.006 3.255 -1.332 -0.82 -0.04 -0.77
H -5.110 3.004 0.290 -0.68 0.38 0.57
H -4.846 4.604 -0.391 -0.60 0.52 0.41
H -9.224 5.785 -0.784 0.21 -0.71 0.00
H -8.721 6.158 -2.443 0.23 -0.32 -0.03
H -7.621 6.462 -1.058 -0.02 -0.06 -0.19
C -1.533 -5.376 2.672 -1.42 1.69 -1.04
C -2.096 -5.941 1.376 1.70 -4.97 2.00
O -2.239 -7.175 1.325 -0.39 5.10 -1.59
N -2.077 -5.001 0.147 -1.15 -1.20 -0.29
H -1.433 -4.233 0.270 -0.30 1.55 0.98
H -1.540 -5.449 -0.581 -0.43 -1.12 -0.65
C -3.521 -4.692 -0.344 0.63 -0.62 -0.36
H -0.456 -5.271 2.546 0.14 -0.63 0.34
H -1.950 -5.920 3.519 0.68 -0.29 -0.19
H -1.845 -4.337 2.780 -0.16 0.21 0.10
H -3.483 -4.118 -1.270 0.20 0.62 0.55
H -4.107 -4.296 0.485 0.28 0.30 -0.28
H -3.970 -5.625 -0.685 0.26 -0.30 0.50
C 0.107 0.600 4.877 0.11 0.27 0.17
C 1.598 0.974 4.836 0.99 2.39 3.22
O 2.175 1.733 5.615 -1.93 -2.63 -3.10
N 2.524 0.211 3.854 0.58 0.42 -0.17
H 3.055 -0.470 4.379 -0.28 -0.62 0.76
H 1.971 -0.310 3.187 -0.37 -0.29 -0.75
C 3.665 0.974 3.206 0.22 0.68 0.22
H -0.453 1.303 5.493 0.58 0.41 0.04
H -0.055 -0.331 5.419 0.46 -0.36 -0.16
H -0.461 0.543 3.948 0.65 -0.13 -0.38
H 4.273 1.428 3.989 -0.49 0.19 0.20
H 3.293 1.742 2.529 -0.04 -0.28 0.09
H 4.370 0.296 2.725 -0.60 -0.28 -0.26
```
Forces are in eV/Å.

=====

4.
C20H22BNO5 | the ωB97M-V functional and the def2-TZVPD basis

The SMILES is COc1ccc(CC(=O)N[C@H](Cc2coc3c(C)cccc23)B(O)O)cc1. As for the energy above the lowest of the compared OMol25 structures with the same formula, charge and spin: 88.1 kJ/mol.

```
49
Properties=species:S:1:pos:R:3:forces:R:3
C 5.457 1.142 1.494 -0.54 0.31 -0.73
O 4.932 1.029 0.165 -0.73 -1.05 0.05
C 3.895 0.089 0.022 0.09 0.40 0.63
C 3.244 -0.510 1.103 1.16 0.68 -0.02
C 2.213 -1.401 0.921 0.25 0.74 -0.18
C 1.793 -1.716 -0.332 -0.22 -0.66 -0.70
C 0.677 -2.708 -0.487 -0.01 -0.75 0.62
C -0.387 -2.247 -1.432 0.24 -0.31 0.72
O -0.105 -1.983 -2.594 -0.84 0.09 -0.11
N -1.641 -2.177 -0.906 -0.39 1.40 1.82
C -2.639 -1.277 -1.510 -0.96 -0.03 -0.76
C -3.613 -0.442 -0.661 0.68 -0.54 0.01
C -3.006 0.474 0.324 -1.38 0.71 1.24
C -3.787 1.078 1.295 2.01 -1.44 -1.75
O -3.076 2.012 1.984 0.62 0.35 0.15
C -1.807 2.027 1.419 0.45 -0.50 -1.12
C -0.712 2.878 1.682 -0.42 -0.06 0.60
C -0.693 3.881 2.783 -0.49 -0.19 0.46
C 0.408 2.752 0.903 -0.18 -0.56 -0.18
C 0.514 1.811 -0.119 -0.06 0.10 0.72
C -0.508 0.955 -0.364 -1.28 -0.28 -0.50
C -1.714 1.071 0.368 0.29 1.03 0.91
B -3.389 -2.246 -2.433 -0.88 -0.91 -0.63
O -4.734 -2.407 -2.299 -0.35 -0.06 -0.57
O -2.703 -3.024 -3.319 -0.17 0.19 0.12
C 2.472 -1.203 -1.429 -0.30 0.21 0.28
C 3.454 -0.257 -1.249 0.77 0.16 -0.29
H 4.668 1.433 2.158 -0.45 0.34 0.53
H 5.846 0.206 1.848 0.43 -0.55 0.06
H 6.210 1.921 1.514 0.15 -0.04 -0.32
H 3.608 -0.270 2.076 -0.16 -0.07 0.61
H 1.684 -1.820 1.731 -0.31 -0.34 1.09
H 0.239 -2.953 0.495 0.20 0.19 -0.28
H 1.099 -3.643 -0.857 -0.08 -0.12 -0.25
H -1.817 -2.276 0.108 0.88 -0.14 -0.98
H -2.141 -0.637 -2.209 0.73 0.68 -0.16
H -4.210 0.190 -1.324 0.18 -0.35 -0.44
H -4.345 -1.070 -0.165 -0.11 -0.32 0.08
H -4.802 0.756 1.482 0.01 0.79 0.69
H -1.060 3.394 3.682 -0.27 0.21 0.26
H 0.286 4.294 3.040 -0.04 -0.15 -0.45
H -1.364 4.681 2.502 -0.21 0.44 0.30
H 1.232 3.374 1.159 0.62 0.43 -0.02
H 1.417 1.686 -0.656 0.77 0.10 -0.51
H -0.418 0.287 -1.209 -0.07 -0.20 0.10
H -5.029 -2.980 -3.019 -0.25 -0.11 0.20
H -1.770 -2.803 -3.183 0.40 -0.13 -0.66
H 2.177 -1.540 -2.402 0.00 0.15 -0.41
H 3.945 0.170 -2.102 0.20 0.16 -0.28
```
Forces are in eV/Å.

=====

5.
C2H4O2Si | the ωB97M-V functional and the def2-TZVPD basis

The SMILES is O=[si]1cc1.O. As for the energy above the lowest of the compared OMol25 structures with the same formula, charge and spin: 279.6 kJ/mol.

```
9
Properties=species:S:1:pos:R:3:forces:R:3
O -0.671 1.027 0.832 1.30 -1.04 -0.25
Si 0.602 0.207 0.508 0.92 -0.18 -0.71
C 1.664 -1.071 -0.264 -1.72 -0.83 -0.47
C 2.392 -0.096 0.336 0.58 0.68 0.70
H 1.839 -2.031 -0.849 0.13 1.44 0.89
H 3.503 0.035 0.455 -1.24 -0.10 -0.19
O -3.472 0.572 -0.495 1.11 -0.73 0.92
H -2.914 1.356 -0.667 -0.22 -0.74 0.40
H -2.942 0.000 0.145 -0.86 1.51 -1.29
```
Forces are in eV/Å.

=====

| no. | HOMO-LUMO gap (Ha) |
| --- | --- |
| 1 | 0.3792 |
| 2 | 0.3720 |
| 3 | 0.2010 |
| 4 | 0.3162 |
| 5 | 0.3611 |